1.
9
Properties=species:S:1:pos:R:3:forces:R:3:nbo_charge:R:1 method="wB97M-V/def2-TZVPD" homo_lumo_gap_ev="5.571 / 4.253" homo_energy_ev="0.2 / 1.0" charge=-2
C 0.378 -0.055 0.322 0.49 -0.27 -0.15 -0.53
N 0.211 -1.319 -2.859 0.36 -0.40 -0.83 -0.66
O 0.438 2.300 1.627 -1.05 -1.35 -0.22 -1.21
O -0.466 0.041 2.581 -0.93 0.79 -0.36 -1.18
O -1.858 1.462 0.822 -0.18 -0.37 0.19 -1.22
P -0.543 1.101 1.467 1.41 1.35 0.98 2.30
S 1.715 -0.854 0.638 0.27 -0.21 -0.53 -0.14
H -0.365 -0.612 -2.399 0.11 -0.40 0.70 0.33
H 0.490 -2.063 -2.199 -0.47 0.86 0.22 0.31

=====

2.
50
Properties=species:S:1:pos:R:3:forces:R:3:lowdin_spin:R:1 method="wB97M-V/def2-TZVPD" homo_lumo_gap_ev="6.586 / 6.946" homo_energy_ev="-13.5 / -13.5" charge=+2 multiplicity=3
I -3.687 2.410 -4.621 0.38 -0.45 -0.30 0.00
I -2.248 0.618 -6.060 -0.33 0.43 0.39 0.00
Pr -0.324 0.416 0.336 0.21 -0.66 0.03 2.03
P 1.936 1.803 -0.387 1.02 0.23 -0.67 0.00
C 1.682 2.825 -1.868 -0.07 0.34 -0.49 0.00
C 2.026 2.954 1.018 -0.07 0.20 0.54 0.00
H 2.815 3.699 0.925 0.04 0.01 -0.21 0.00
H 4.375 1.642 -0.535 -0.07 0.00 -0.04 0.00
H 2.218 2.411 1.952 0.16 0.02 -0.35 0.00
H 3.639 0.292 0.384 -0.06 0.29 -0.14 0.00
H 0.703 3.348 -1.810 0.56 -0.18 0.06 0.00
H 1.073 3.478 1.165 0.16 -0.01 -0.18 0.00
C 3.532 0.951 -0.488 0.17 -0.25 -0.01 0.00
H 2.480 3.577 -1.992 -0.35 -0.28 -0.02 0.00
H 3.547 0.293 -1.367 -0.02 0.26 0.09 0.00
H 1.636 2.184 -2.772 0.17 0.29 0.49 0.00
P -1.740 -1.937 0.605 -0.18 -1.06 -0.21 -0.01
C -3.124 -2.052 -0.564 -0.43 -0.05 -0.39 0.00
C -0.872 -3.524 0.700 0.26 -0.17 -0.06 0.00
H -1.656 -1.502 2.987 0.04 -0.14 -0.14 0.00
H -3.084 -2.459 2.598 -0.04 -0.15 -0.11 0.00
H -3.054 -0.726 2.277 -0.03 -0.19 -0.17 0.00
C -2.455 -1.642 2.250 -0.05 0.28 0.40 0.00
H -0.008 -3.414 1.369 -0.35 0.02 -0.08 0.00
H -1.513 -4.330 1.059 -0.02 0.05 -0.08 0.00
H -3.840 -2.839 -0.278 0.20 0.29 -0.17 0.00
H -2.743 -2.256 -1.584 -0.15 -0.04 0.55 0.00
H -0.460 -3.785 -0.282 -0.23 0.04 0.13 0.00
H -3.660 -1.082 -0.622 0.19 -0.50 0.15 0.00
Cl 1.429 -1.108 1.603 -0.63 0.73 -0.43 -0.01
N 3.319 -1.548 8.921 -1.80 1.42 -1.68 0.00
C 2.584 -0.951 8.229 1.88 -1.49 1.82 0.00
C 1.714 -0.209 7.370 -0.60 0.47 -0.41 0.00
C 2.251 0.794 6.538 -0.12 -0.20 0.18 0.00
C 1.423 1.447 5.641 0.27 0.04 0.19 0.00
C 0.077 1.109 5.577 0.62 -0.65 0.75 0.00
C -0.513 0.214 6.465 0.43 -0.39 0.28 0.00
C 0.332 -0.471 7.362 -0.38 0.30 -0.07 0.00
N -0.585 1.472 4.392 -0.92 0.25 -1.82 0.00
C -1.952 1.636 4.152 -0.13 0.41 0.83 0.00
C -2.136 1.699 2.821 0.56 0.29 -1.41 0.00
N -0.873 1.604 2.206 0.00 0.00 1.22 -0.01
C 0.031 1.426 3.189 -1.29 0.49 0.29 0.00
H 3.313 1.030 6.585 -0.27 -0.08 0.03 0.00
H 1.811 2.212 4.965 0.00 -0.24 0.29 0.00
H -1.591 0.009 6.408 0.61 -0.07 0.08 0.00
H -0.088 -1.224 8.046 0.27 0.45 -0.39 0.00
H -2.665 1.832 4.945 0.26 -0.33 -0.06 0.00
H -3.010 1.829 2.154 0.51 0.05 1.06 0.00
H 1.089 1.243 3.042 -0.39 -0.09 0.26 0.00

=====

3.
11
Properties=species:S:1:pos:R:3:forces:R:3:nbo_charge:R:1 method="wB97M-V/def2-TZVPD" homo_lumo_gap_ev=10.095 homo_energy_ev=-9.2 smiles=Cc1cnco1
C -1.789 -0.942 0.125 -0.59 -3.61 1.33 -0.65
C -0.417 -0.544 -0.123 -0.61 1.72 -0.35 0.21
C 0.872 -0.789 -0.331 2.56 -3.78 0.87 -0.11
N 1.639 0.342 -0.061 -0.66 0.63 -0.92 -0.47
C 0.723 1.265 0.115 3.93 -0.71 0.30 0.32
O -0.463 0.797 0.113 -2.45 1.58 0.20 -0.41
H -2.174 -1.822 -0.416 0.20 0.51 0.01 0.23
H -1.843 -1.217 1.208 -0.05 -0.05 -0.62 0.23
H -2.421 -0.104 0.065 -0.83 0.88 -0.63 0.24
H 1.383 -1.846 -0.395 -1.16 2.46 -0.19 0.22
H 0.952 2.283 0.349 -0.34 0.38 -0.01 0.19

=====

4.
16
Properties=species:S:1:pos:R:3:forces:R:3:nbo_charge:R:1 method="wB97M-V/def2-TZVPD" homo_lumo_gap_ev=10.969 homo_energy_ev=-10.2 smiles="N=C=O.CCCO"
N -2.862 -0.497 0.032 -0.03 0.49 0.21 -0.84
C -2.511 0.514 0.636 -0.22 0.52 -0.01 0.90
O -2.156 1.483 1.179 -0.29 -0.74 -0.40 -0.49
H -3.760 -0.492 -0.425 -0.10 0.03 -0.05 0.41
C 2.073 0.416 -0.987 0.05 0.03 0.00 -0.61
C 0.694 -0.127 -0.615 -0.05 -0.04 0.01 -0.43
C 0.533 -0.206 0.900 0.36 0.11 0.00 -0.06
O -0.640 -0.860 1.341 0.03 -0.31 -0.03 -0.73
H 2.865 -0.202 -0.546 -0.12 0.10 -0.09 0.20
H 2.222 0.432 -2.071 -0.04 0.00 0.16 0.21
H 2.206 1.440 -0.616 -0.03 -0.15 -0.05 0.21
H -0.090 0.508 -1.050 0.10 -0.12 0.11 0.20
H 0.562 -1.132 -1.043 0.04 0.12 0.07 0.19
H 1.398 -0.728 1.330 0.02 0.10 -0.08 0.16
H 0.512 0.811 1.317 0.03 -0.18 -0.03 0.17
H -1.044 -1.361 0.618 0.26 0.04 0.19 0.49

=====

5.
11
Properties=species:S:1:pos:R:3:forces:R:3:nbo_charge:R:1 method="wB97M-V/def2-TZVPD" homo_lumo_gap_ev="2.586 / 5.921" homo_energy_ev="0.8 / -2.6" charge=-1 multiplicity=2
O 1.565 0.168 2.682 0.09 -1.18 -0.21 -0.78
C 1.333 1.386 2.939 0.90 0.81 -0.17 -0.26
H 2.246 2.075 2.980 -1.20 -0.10 0.21 0.05
H 0.377 1.658 3.412 0.17 0.50 0.14 0.06
N -1.442 0.250 -1.257 0.49 1.67 -4.13 -0.89
C -0.902 -0.426 -2.353 -0.42 -0.48 1.38 0.25
N -0.508 -1.612 -2.063 0.53 0.06 -1.60 -0.73
H -1.364 1.308 -1.372 -0.65 -2.40 1.69 0.40
H -1.632 -0.501 -0.612 0.09 1.28 1.47 0.44
H -0.945 0.008 -3.384 0.38 0.05 1.02 0.15
H -0.085 -2.031 -2.896 -0.37 -0.19 0.21 0.32

=====

6.
66
Properties=species:S:1:pos:R:3:forces:R:3:nbo_charge:R:1 method="wB97M-V/def2-TZVPD" homo_lumo_gap_ev=9.091 homo_energy_ev=-11.7 charge=+1
C 5.977 -3.158 2.198 -0.47 -0.19 0.20 -0.65
C 4.958 -3.959 1.385 0.44 -0.11 0.06 -0.24
Br 3.358 -4.314 2.433 0.05 -0.15 0.10 0.04
C 4.595 -3.426 0.008 -0.17 0.06 -0.01 -0.48
C 3.668 -2.206 -0.121 -0.05 -0.09 -0.18 0.21
Cl 3.978 -1.502 -1.743 0.06 -0.05 -0.13 0.00
N 2.219 -2.652 -0.123 0.08 0.68 0.32 -0.61
C 1.255 -1.580 -0.582 -0.28 0.16 -0.12 -0.06
C -0.220 -1.930 -0.298 -0.06 -0.37 -0.01 -0.42
C -0.564 -3.330 0.237 -0.29 0.30 0.17 -0.46
C -0.646 -3.408 1.755 -0.12 0.08 -0.04 0.05
F 0.508 -4.013 2.251 0.11 0.01 0.07 -0.38
C 1.688 -0.214 -0.013 0.46 0.38 -0.56 -0.22
N 2.629 -0.292 1.089 -0.73 -0.93 0.69 -0.72
B 2.206 0.053 2.424 -0.14 0.27 0.00 1.20
O 1.225 1.000 2.526 -0.10 -0.26 -0.23 -0.89
O 2.729 -0.591 3.527 0.11 0.06 -0.30 -0.93
C 3.779 -1.165 0.977 0.65 0.50 -0.51 -0.44
P 5.259 -0.023 0.853 -0.03 0.35 0.95 0.86
S 5.743 0.703 2.590 -0.01 -0.15 -0.23 -0.55
H 6.650 -2.609 1.544 0.16 -0.01 0.00 0.22
H 6.546 -3.852 2.810 0.17 0.03 0.00 0.25
H 5.497 -2.473 2.894 0.10 0.20 -0.08 0.24
H 5.382 -4.945 1.212 -0.08 -0.07 -0.07 0.25
H 5.523 -3.195 -0.514 0.07 0.08 0.03 0.26
H 4.134 -4.232 -0.565 0.01 -0.05 -0.09 0.23
H 2.016 -2.903 0.859 -0.05 -0.36 -0.04 0.49
H 2.118 -3.486 -0.698 -0.04 -0.11 0.06 0.44
H 1.376 -1.530 -1.659 0.13 -0.18 -0.06 0.24
H -0.763 -1.783 -1.230 0.02 0.11 -0.06 0.25
H -0.644 -1.202 0.390 0.04 0.11 0.05 0.23
H 0.126 -4.106 -0.093 -0.07 -0.18 -0.13 0.20
H -1.543 -3.597 -0.154 0.00 -0.06 -0.12 0.25
H -1.502 -3.985 2.092 0.04 -0.20 0.02 0.19
H -0.704 -2.420 2.210 -0.03 0.10 0.03 0.17
H 0.792 0.302 0.310 0.05 0.11 0.24 0.25
H 2.103 0.383 -0.827 0.04 0.00 -0.06 0.21
H 0.881 1.008 3.420 -0.14 0.24 0.28 0.51
H 3.346 -0.022 3.996 0.18 -0.06 0.31 0.52
H 3.938 -1.675 1.924 -0.18 -0.01 0.05 0.31
H 6.284 -0.708 0.183 -0.06 -0.03 -0.24 -0.02
H 4.793 0.961 -0.023 0.03 -0.17 -0.41 0.00
C -1.509 2.737 -0.118 0.02 0.05 0.08 -0.25
O -2.070 2.923 -1.419 0.04 0.02 0.01 -0.48
C -2.472 1.813 -2.027 -0.15 0.10 0.01 0.99
O -2.392 0.692 -1.586 0.21 -0.12 0.06 -0.67
O -2.995 2.153 -3.198 0.06 -0.08 -0.07 -0.49
C -3.510 1.061 -3.970 -0.07 -0.01 -0.10 -0.26
H -1.243 3.728 0.235 -0.01 0.03 -0.04 0.21
H -2.238 2.288 0.554 0.00 -0.05 -0.02 0.20
H -0.617 2.115 -0.170 -0.02 -0.03 0.00 0.17
H -4.308 0.555 -3.431 0.03 -0.03 0.04 0.20
H -2.718 0.356 -4.212 0.01 -0.03 0.04 0.19
H -3.901 1.502 -4.881 0.01 0.05 0.01 0.21
C -7.890 5.864 0.548 -0.06 0.06 0.09 -0.26
O -6.982 6.094 -0.533 0.01 0.03 0.01 -0.49
C -6.712 5.016 -1.263 0.00 0.03 0.02 0.98
O -7.149 3.910 -1.078 -0.01 -0.05 0.02 -0.65
O -5.871 5.368 -2.233 0.01 0.02 -0.05 -0.49
C -5.517 4.297 -3.113 0.01 0.04 -0.13 -0.25
H -8.010 6.822 1.043 0.03 0.03 -0.03 0.20
H -8.850 5.516 0.174 0.01 -0.05 -0.01 0.20
H -7.481 5.135 1.244 -0.01 -0.05 -0.03 0.19
H -6.401 3.919 -3.625 -0.01 -0.03 0.04 0.19
H -5.034 3.497 -2.562 -0.02 -0.06 0.05 0.19
H -4.822 4.715 -3.834 0.01 0.07 0.04 0.20

=====

7.
31
Properties=species:S:1:pos:R:3:forces:R:3:nbo_charge:R:1 method="wB97M-V/def2-TZVPD" homo_lumo_gap_ev=9.403 homo_energy_ev=-8.6 smiles=CN[C@@]12CCCC[C@@H]1Cc1ccsc12
C -2.382 2.226 -0.664 -0.58 0.94 -2.02 -0.45
N -0.874 2.034 -0.592 -1.10 -0.29 -1.01 -0.61
C -0.606 0.704 -0.023 2.96 -1.37 0.27 0.10
C -1.085 0.503 1.401 -1.62 3.49 1.63 -0.42
C -1.088 -0.945 1.809 1.61 -1.39 -1.72 -0.42
C -2.131 -1.802 0.940 2.06 0.99 -0.59 -0.41
C -2.376 -1.223 -0.506 -0.11 -1.21 0.06 -0.41
C -1.062 -0.430 -0.935 -3.22 -2.23 -0.75 -0.26
C 0.015 -1.474 -1.371 2.64 1.46 -2.01 -0.40
C 1.209 -0.820 -0.651 2.90 -4.59 -2.85 -0.08
C 2.679 -1.163 -0.664 -1.41 1.23 1.34 -0.25
C 3.348 -0.208 0.110 -1.29 -2.98 -2.76 -0.44
S 2.401 1.029 0.613 -2.53 1.59 0.76 0.46
C 0.928 0.289 -0.062 -0.67 4.55 2.06 -0.18
H -2.740 3.263 -0.988 1.34 -0.87 0.62 0.21
H -2.817 2.129 0.376 0.17 -0.47 -1.76 0.21
H -2.835 1.647 -1.619 0.56 0.37 2.77 0.18
H -0.537 1.937 -1.592 -0.43 0.54 1.56 0.35
H -2.122 0.930 1.428 0.49 -0.85 0.11 0.20
H -0.606 1.333 2.114 -0.27 -2.22 -1.30 0.23
H -1.198 -1.172 2.875 -0.10 0.33 -0.26 0.22
H -0.061 -1.265 1.488 -0.71 -0.21 0.78 0.21
H -1.796 -2.849 0.778 -0.29 0.62 0.89 0.21
H -2.961 -1.678 1.567 -1.83 -0.69 0.37 0.20
H -3.451 -0.735 -0.489 2.46 -0.52 -0.63 0.22
H -2.326 -2.163 -1.222 -0.89 2.03 1.23 0.21
H -1.257 0.007 -1.877 -0.68 0.86 -0.94 0.21
H -0.052 -2.594 -1.243 -0.42 1.38 0.20 0.23
H 0.255 -1.256 -2.595 -0.78 -1.04 3.22 0.21
H 3.132 -2.034 -1.152 -0.23 0.48 0.30 0.22
H 4.375 -0.145 0.184 1.97 0.05 0.42 0.23

=====

8.
15
Properties=species:S:1:pos:R:3:forces:R:3:nbo_charge:R:1 method="wB97M-V/def2-TZVPD" homo_lumo_gap_ev=9.162 homo_energy_ev=-9.5 smiles="O=C=CO.NO.N"
O -3.437 1.445 1.498 0.05 1.82 0.98 -0.41
C -3.005 0.651 0.793 -1.40 1.92 2.30 0.61
C -2.924 -0.442 0.156 -0.64 -1.79 -1.73 -0.22
O -1.804 -0.960 -0.324 2.59 -1.91 -0.65 -0.69
H -3.812 -0.539 -0.423 -0.87 -0.61 -0.45 0.22
H -1.405 -1.596 0.288 -0.28 0.09 -0.24 0.49
N -0.398 1.511 -0.633 -1.25 2.46 9.76 -0.44
O 0.879 1.180 0.003 1.00 1.42 -1.20 -0.64
H -0.380 1.019 -1.375 0.12 -4.63 -6.73 0.32
H -1.113 0.987 0.026 1.81 1.74 -2.20 0.31
H 0.901 0.540 0.709 -1.11 -0.55 0.16 0.45
N 4.126 -1.220 -0.200 2.14 -0.59 0.63 -1.07
H 5.059 -0.792 -0.353 -0.93 -0.42 0.47 0.36
H 3.769 -0.965 0.703 0.14 0.21 0.33 0.35
H 3.545 -0.820 -0.868 -1.36 0.82 -1.43 0.36

=====

The records above yield molecular weight values of 139.072, 751.514, 83.090, 103.121, 74.083, 590.662, 207.342, 108.097 g/mol, respectively.